[1]
DFT (wB97M-V/def2-TZVPD) results for 9 unconnected molecules or ions with the total composition C51H101BrN3O9S2.

The calculation puts the total energy at -6215.23407 Eh. The total charge is +1.

Element x y z (Å)
C  1.29899  -2.15309  1.44572
C  0.79392  -2.41618  0.25024
C  -0.24603  -3.46739  -0.08950
C  -1.28758  -3.61235  1.05780
N  -2.06527  -4.83713  1.21484
O  -0.86367  -2.97826  -1.27783
C  -1.73521  -3.87367  -1.92424
C  -1.13670  -5.23708  -2.24126
N  -0.33281  -5.78759  -1.09921
C  0.54584  -4.77246  -0.39090
Br  1.89808  -4.37620  -1.74783
C  1.13614  -5.44809  0.84993
C  2.43914  -6.24658  0.69177
C  3.68842  -5.47748  1.17134
C  4.95413  -5.69783  0.34604
N  4.84534  -5.44541  -1.11368
C  5.47425  -4.16562  -1.51842
C  4.99583  -2.94990  -0.70965
C  4.57372  -1.75400  -1.57240
C  5.59459  -1.32731  -2.62609
C  5.07170  -6.53842  -1.91266
S  4.37965  -8.01344  -1.61077
S  6.16059  -6.28886  -3.26483
C  5.58221  -7.47241  -4.50685
C  6.48707  -8.68613  -4.72362
C  7.98369  -8.39264  -4.62660
H  0.77791  -2.31146  2.38187
H  2.27127  -1.68036  1.51576
H  1.10072  -1.82367  -0.60460
H  -0.83994  -3.40022  2.02360
H  -2.00750  -2.81100  0.87902
H  -1.61247  -5.58047  1.72486
H  -2.55375  -5.17576  0.40121
H  -2.67468  -3.96012  -1.36640
H  -1.99296  -3.42047  -2.88066
H  -0.50625  -5.24653  -3.12404
H  -1.95595  -5.93255  -2.42483
H  -0.92469  -6.27674  -0.42481
H  0.32126  -6.47977  -1.48144
H  1.24601  -4.71429  1.64601
H  0.37320  -6.15247  1.19766
H  2.33270  -7.11166  1.34783
H  2.58050  -6.65749  -0.30825
H  3.90801  -5.84707  2.17621
H  3.44497  -4.41889  1.27726
H  5.30407  -6.71540  0.50438
H  5.73880  -5.03778  0.72484
H  5.21619  -4.00676  -2.56294
H  6.56486  -4.24694  -1.47423
H  5.80708  -2.60874  -0.06089
H  4.17340  -3.21581  -0.04957
H  4.43715  -0.90922  -0.89095
H  3.59035  -1.93509  -2.01647
H  5.12372  -0.65355  -3.34337
H  5.99471  -2.16119  -3.20265
H  6.40921  -0.76410  -2.17048
H  5.46115  -6.90326  -5.42895
H  4.59463  -7.79507  -4.18170
H  6.27663  -9.06490  -5.72645
H  6.21479  -9.46682  -4.01382
H  8.24511  -7.45168  -5.11543
H  8.54417  -9.17907  -5.13313
H  8.32506  -8.37138  -3.59258
C  -1.51375  0.40431  1.28870
C  -2.18875  1.73865  1.60163
C  -2.54604  2.22773  0.20517
O  -2.79807  1.05368  -0.58226
C  -2.35088  -0.09789  0.11835
H  -1.49900  -0.29219  2.12821
H  -0.48240  0.57438  0.96831
H  -3.09558  1.58975  2.18984
H  -1.55069  2.43828  2.13652
H  -1.71149  2.77531  -0.24794
H  -3.42449  2.86907  0.19171
H  -3.22414  -0.66122  0.47692
H  -1.78284  -0.73293  -0.56546
C  -4.36593  6.79486  2.25804
C  -3.11861  6.74037  3.13688
C  -2.96696  5.24423  3.37879
O  -3.48038  4.60418  2.20828
C  -4.19707  5.54592  1.40442
H  -4.44306  7.70159  1.66028
H  -5.26510  6.71692  2.87397
H  -2.25463  7.11048  2.57934
H  -3.20453  7.31499  4.05778
H  -3.54305  4.91043  4.24921
H  -1.92603  4.94683  3.51973
H  -3.58455  5.74943  0.51753
H  -5.14625  5.11972  1.08661
C  -8.11273  4.13217  -2.49250
C  -7.09585  3.10362  -2.00076
C  -6.23186  3.94737  -1.07286
O  -7.09035  4.94931  -0.52699
C  -8.32871  4.97164  -1.23960
H  -9.03596  3.69311  -2.86750
H  -7.67683  4.74137  -3.28697
H  -7.60026  2.31605  -1.43676
H  -6.52060  2.63656  -2.79883
H  -5.42377  4.44269  -1.62319
H  -5.79402  3.37252  -0.25527
H  -9.11102  4.54094  -0.60564
H  -8.59167  6.00742  -1.45545
C  4.33615  -7.30543  6.71872
C  3.70760  -5.94222  7.00052
C  3.35545  -5.47186  5.59605
O  3.06080  -6.64952  4.83937
C  3.47286  -7.81071  5.57145
H  4.32806  -7.97682  7.57532
H  5.37041  -7.18258  6.39126
H  2.80260  -6.06119  7.59932
H  4.37070  -5.25242  7.51956
H  4.20144  -4.95298  5.13101
H  2.48799  -4.81002  5.57078
H  2.58233  -8.32670  5.94405
H  4.00409  -8.48230  4.89642
C  -0.05291  7.55967  -1.41151
C  1.25810  7.36535  -0.65973
C  1.13924  8.40312  0.44909
O  -0.25908  8.49628  0.74777
C  -1.01382  7.83706  -0.26854
H  -0.35405  6.69131  -1.99701
H  0.01881  8.41778  -2.08306
H  1.29719  6.36174  -0.22992
H  2.14201  7.50316  -1.28038
H  1.50433  9.38288  0.12437
H  1.67117  8.12185  1.35858
H  -1.39378  6.88704  0.12953
H  -1.86310  8.46063  -0.55085
C  1.42814  1.42806  -1.52188
C  0.41594  1.97379  -2.52755
C  0.57441  3.47609  -2.33745
O  1.94235  3.69158  -1.96297
C  2.55625  2.44751  -1.63722
H  1.75935  0.41013  -1.73516
H  1.00143  1.44689  -0.51511
H  0.70190  1.69132  -3.54458
H  -0.60546  1.63427  -2.35245
H  -0.06796  3.84045  -1.52684
H  0.34866  4.04238  -3.23873
H  3.25266  2.17260  -2.43861
H  3.12591  2.56492  -0.71365
C  -6.57604  4.63538  7.53467
C  -6.97962  5.46240  6.31548
C  -6.28656  6.78776  6.60518
O  -5.10202  6.47097  7.33659
C  -5.14631  5.11031  7.76454
H  -6.64082  3.55958  7.37721
H  -7.20436  4.89389  8.38937
H  -6.57428  5.01210  5.40612
H  -8.05603  5.56975  6.19106
H  -6.91670  7.44008  7.21869
H  -6.01138  7.32975  5.69878
H  -4.43720  4.52571  7.16668
H  -4.83864  5.05948  8.80958
C  0.00846  3.09908  -7.73461
C  1.31815  2.89807  -6.97660
C  1.20557  3.95151  -5.88286
O  -0.19151  4.08695  -5.59497
C  -0.95568  3.41640  -6.59985
H  -0.30038  2.23313  -8.31830
H  0.09311  3.95277  -8.40967
H  1.34924  1.89749  -6.53793
H  2.20669  3.02701  -7.59263
H  1.58269  4.92106  -6.22209
H  1.73428  3.67288  -4.96911
H  -1.37885  2.50067  -6.17114
H  -1.77763  4.06426  -6.90572


[2]
DFT (wB97M-V/def2-TZVPD) results for 7 unconnected molecules or ions with the total composition C3H20NO6S.

For the energy above the lowest of the compared OMol25 structures with the same formula, charge and spin, the calculation gives 141.08 kJ/mol. The total charge is -1.

Element x y z (Å)
C  -1.29765  1.46409  0.87789
N  -0.16237  1.07854  0.03197
C  1.13743  1.42234  0.57486
C  2.23980  0.59898  -0.03222
S  2.72282  -0.94019  0.87941
H  -1.15526  1.11142  1.90227
H  -2.18408  1.07293  0.38608
H  -1.35741  2.54785  0.88031
H  -0.28335  0.09342  -0.16014
H  1.27411  2.50838  0.44410
H  1.11791  1.39109  1.67542
H  3.15098  1.18118  0.01338
H  2.09139  0.38906  -1.07753
H  0.26482  -2.20415  -1.67858
H  0.87854  -2.62437  -2.98461
O  0.16960  -2.07607  -2.65865
H  0.83024  -2.09115  0.45847
H  -0.43871  -2.96955  0.09645
O  -0.04288  -2.09572  -0.04281
H  -0.76393  0.29458  -3.34996
H  -0.03511  0.16643  -2.07151
O  -0.00197  0.65976  -2.88016
H  -0.11668  -1.00677  3.14147
H  1.23972  -0.48812  2.91812
O  0.70450  -0.88183  3.62634
H  -1.17651  2.00085  -1.87939
H  -0.84096  3.39113  -1.55476
O  -1.53572  2.90779  -2.00670
H  -2.24309  -2.63842  2.26837
H  -1.76603  -1.87549  0.84179
O  -2.42017  -2.38799  1.36033


[3]
DFT (wB97M-V/def2-TZVPD) results for a molecular structure, C11H24IIrO3P2.

For the energy above the lowest of the compared OMol25 structures with the same formula, charge and spin, the calculation gives 94.19 kJ/mol. The total charge is +2. The spin multiplicity is 5. Its expectation value of S² is 6.0099.

Element x y z (Å)
C  -2.90852  0.97817  -0.41183
C  -2.09778  -0.12198  0.06532
H  -3.95602  0.64074  -0.40855
H  -2.65357  1.22748  -1.44698
H  -2.78384  1.81407  0.29544
O  -2.48207  -1.22102  0.47747
I  -0.23179  2.94406  -1.01647
Ir  -0.03044  -1.55548  0.51708
P  -0.19227  -0.16908  2.36505
C  1.31999  0.51150  3.12213
C  -1.41628  1.18177  2.72408
H  -1.42998  1.41006  3.79790
H  -0.31359  -1.58430  4.32050
H  -2.42790  0.91839  2.36326
H  -1.91835  -1.34251  3.56069
H  1.48968  1.52098  2.71648
H  -1.06216  2.09892  2.21720
C  -0.86285  -1.52754  3.37504
H  1.24903  0.54166  4.21760
H  -0.71983  -2.45145  2.79206
H  2.18028  -0.11486  2.84955
P  0.03183  -1.33509  -1.83312
C  1.64093  -1.53131  -2.60918
C  -1.05849  -2.74465  -2.23482
H  -1.33195  0.59702  -2.61964
H  -0.65333  -0.32786  -4.01286
H  0.40906  0.72346  -3.03345
C  -0.47083  0.04143  -2.98514
H  -2.03535  -2.37788  -2.58499
H  -0.58077  -3.36602  -3.00956
H  1.61427  -2.20335  -3.48430
H  2.36145  -1.87482  -1.86682
H  -1.21233  -3.31166  -1.30365
H  1.95488  -0.52982  -2.91861
C  1.76486  -1.97410  0.67337
O  2.89771  -2.27024  0.79364
C  2.78713  3.18519  -0.67308
C  1.82843  2.24070  -1.32736
O  2.16025  1.24281  -1.93119
H  2.33851  4.17238  -0.51653
H  3.68238  3.22149  -1.29880
H  3.11962  2.72274  0.28308


[4]
DFT (wB97M-V/def2-TZVPD) results for C4H3N5 in the gas phase.

As for the SMILES: c1nnc2[nH]ncc2n1. For the energy above the lowest of the compared OMol25 structures with the same formula, charge and spin, the calculation gives 0.00 kJ/mol.

Element x y z (Å)
C  2.05636  0.54208  -0.00216
N  2.13533  -0.81745  0.03294
N  0.96967  -1.52731  -0.02276
C  -0.09284  -0.72428  0.03596
N  -1.41692  -1.12275  -0.11458
N  -2.25977  -0.13965  -0.04968
C  -1.52725  0.96749  0.04931
C  -0.10650  0.69656  -0.00111
N  0.97657  1.27501  -0.10665
H  3.00408  0.95807  -0.15663
H  -1.67640  -2.04638  0.13750
H  -2.06233  1.93861  0.19785


[5]
DFT (wB97M-V/def2-TZVPD) results for 2 unconnected molecules or ions with the total composition C3H9N2OS.

For the energy above the lowest of the compared OMol25 structures with the same formula, charge and spin, the calculation gives 0.00 kJ/mol. The total charge is +1. The spin multiplicity is 3. Its expectation value of S² is 2.0084.

Element x y z (Å)
C  0.51105  -1.05877  0.22526
C  -2.44405  1.32603  -0.18654
C  -0.42313  0.00153  0.43807
N  1.41522  -1.37195  1.14238
N  -1.40190  0.32275  -0.47938
O  0.39419  -1.67673  -0.90225
S  3.48369  0.78462  -0.18321
H  -2.36533  2.17340  -0.88914
H  -3.36800  0.82420  -0.18741
H  -2.07491  1.83894  0.65258
H  -0.46087  0.71287  1.29845
H  1.76522  -0.62553  1.72779
H  1.92049  -2.22633  0.89244
H  -1.67893  -0.22567  -1.20537
H  1.11147  -2.42397  -1.10926
H  3.61578  1.62461  -1.23442


Number 1: maximum force 1.46 eV Å⁻¹. Number 2: maximum force 1.53 eV Å⁻¹. Number 3: maximum force 6.98 eV Å⁻¹. Number 4: maximum force 6.90 eV Å⁻¹. Number 5: maximum force 4.26 eV Å⁻¹.